No. 1
This record from the Open Molecules 2025 dataset describes a cluster of 3 separate species, CH9N3O2 in total in a non-equilibrium geometry. The level of theory is the ωB97M-V functional and the def2-TZVPD basis.

```
15
Properties=species:S:1:pos:R:3:forces:R:3
N -0.19687 -1.11777 0.41114 1.653 1.058 -1.146
C -0.94809 -0.19894 0.88251 -3.444 -0.453 0.420
N -2.19764 -0.54135 1.43100 -0.111 0.784 -0.056
N -0.80529 1.15760 0.79660 2.308 -1.448 -0.241
H -0.73263 -1.87955 0.02215 -0.082 -0.419 0.813
H -2.35820 -1.47659 1.75506 0.337 -0.099 -0.003
H -2.62979 0.16445 2.00737 -0.099 -0.148 -0.044
H -1.49407 1.85203 0.99369 -0.112 -0.141 0.172
H 0.05091 1.36238 0.29791 -0.129 0.905 -0.055
O 1.73387 1.76195 -1.08732 0.146 -0.555 0.069
H 1.57383 0.85154 -1.39133 -0.427 0.078 -0.336
H 2.68890 1.68172 -0.99764 0.173 0.535 0.187
O 2.05111 -0.96927 -1.84852 0.021 -0.077 0.105
H 1.77345 -1.07218 -0.92192 -0.327 -0.234 -0.113
H 1.49050 -1.57600 -2.35070 0.094 0.214 0.229
```
Forces are in eV/Å.

E ... -358.25099 hartree
SMILES ... N=C(N)N.O.O
Total charge ... 0
Energy relative to the best compared isomer or geometry (same formula, charge and spin) ... 54.0 kJ/mol
HOMO energy ... -8.87 eV
2S+1 ... 1
LUMO ... 0.81 eV
Max |F| ... 0.0680 hartree/bohr
M ... 95.10 g mol⁻¹

***

No. 2
This record from the Open Molecules 2025 dataset describes a structure of composition C6H14BBrF3N4O8P2 in a non-equilibrium geometry. The level of theory is the ωB97M-V functional and the def2-TZVPD basis.

```
39
Properties=species:S:1:pos:R:3:forces:R:3
N 1.72961 -3.43756 0.41159 0.108 0.586 -0.223
B 1.04151 -2.43979 1.16602 -0.230 -0.366 0.070
O 0.68226 -2.61180 2.47300 0.803 0.743 0.233
C 0.65010 -0.97281 0.60986 -0.410 -0.549 0.283
O 1.79326 -0.16931 0.80890 -0.231 0.422 -0.293
N -0.54958 -0.46414 1.36293 0.318 0.665 -0.991
C -1.35416 0.17952 0.48088 -0.236 0.049 0.000
N -2.59914 0.54115 0.73008 0.318 0.498 0.246
Br -3.59166 1.29630 -0.64989 -0.068 -0.030 -0.071
P -3.50837 0.32179 2.21244 -0.010 0.229 -0.115
O -4.36665 -0.83991 2.15428 -0.112 -0.246 0.047
O -2.31369 0.35471 3.23894 -0.121 0.078 0.060
O -4.21004 1.72186 2.35684 0.058 -0.253 0.046
N -0.78114 0.38160 -0.77415 0.101 -0.464 0.292
C -0.14566 1.74655 -0.65095 -0.062 0.295 -0.235
C 1.00454 2.00615 -1.60591 -0.102 0.248 -0.104
C 1.56125 3.40905 -1.39103 0.166 0.202 0.006
F 2.65733 3.38444 -0.59608 -0.398 0.086 -0.229
F 0.66284 4.23564 -0.79550 0.318 -0.191 -0.225
F 1.91470 3.97713 -2.56037 -0.068 -0.219 0.530
C 0.07385 -0.83221 -0.81314 0.213 -0.161 0.170
P 0.97926 -1.09598 -2.38463 -0.021 0.074 0.005
O 0.58739 -0.15685 -3.42189 -0.076 -0.041 -0.226
O 0.60717 -2.61625 -2.69937 0.168 0.010 0.380
O 2.52005 -1.10785 -1.97726 -0.136 -0.232 -0.055
H 2.70213 -3.61737 0.62116 -0.120 -0.434 0.231
H 1.62100 -3.37927 -0.58840 0.169 0.102 -0.045
H 1.25567 -3.20947 2.96488 -0.312 -0.433 -0.027
H 1.91175 0.02293 1.74542 0.155 -0.158 0.112
H -0.39080 0.06134 2.21363 -0.285 -0.706 0.527
H -2.53248 -0.11059 4.06139 0.114 -0.026 0.022
H -5.17127 1.62196 2.28496 -0.064 0.188 -0.011
H 0.19079 1.93476 0.37292 0.066 -0.130 0.013
H -0.93883 2.46002 -0.86383 -0.063 -0.032 0.012
H 0.67241 1.92621 -2.63694 0.023 -0.008 0.043
H 1.82940 1.31464 -1.44233 0.010 0.041 -0.009
H -0.64102 -1.66368 -0.83967 -0.116 0.077 -0.296
H 1.36009 -3.20355 -2.82874 -0.012 -0.066 -0.203
H 3.08614 -0.96938 -2.75005 0.142 0.151 0.029
```
Forces are in eV/Å.

E ... -4639.19344 hartree
Total charge ... +1
Energy relative to the best compared isomer or geometry (same formula, charge and spin) ... 0.0 kJ/mol
HOMO energy ... -13.49 eV
2S+1 ... 1
LUMO ... -3.98 eV
Max |F| ... 0.0240 hartree/bohr
M ... 479.86 g mol⁻¹

***

No. 3
This record from the Open Molecules 2025 dataset describes a structure of composition C26H22N5Rh. The level of theory is the ωB97M-V functional and the def2-TZVPD basis.

```
54
Properties=species:S:1:pos:R:3:forces:R:3
Rh -0.09660 -0.72039 -0.38607 -0.034 0.060 0.102
C -0.73840 -1.01231 -3.50722 0.052 -0.068 0.032
N 0.42750 -0.56679 -2.73448 0.069 -0.163 -0.011
C 1.02354 0.72078 -3.09154 0.056 0.030 0.040
C 1.87008 1.14497 -1.92428 -0.107 0.052 -0.037
N 1.72617 0.62030 -0.72748 -0.116 -0.101 -0.030
C 2.62086 1.28950 0.10465 0.099 0.105 -0.029
C 2.90796 1.12187 1.45799 -0.020 0.025 -0.014
C 3.86626 1.94816 2.00737 -0.022 -0.024 -0.012
C 4.53618 2.91233 1.23642 -0.001 0.010 -0.063
C 4.27283 3.07734 -0.10865 0.010 -0.008 0.043
C 3.30093 2.24531 -0.65234 0.011 -0.014 0.004
N 2.79576 2.12208 -1.94493 0.004 -0.064 0.067
C -1.38551 -2.11776 -2.72066 0.006 0.035 -0.098
N -1.21552 -2.26067 -1.42018 0.042 0.095 -0.068
C -1.95677 -3.38204 -1.04612 -0.003 -0.064 -0.026
C -2.13760 -3.97971 0.19845 0.035 -0.004 -0.027
C -2.93577 -5.10243 0.24699 0.006 0.012 -0.003
C -3.54544 -5.62095 -0.90734 -0.010 0.006 -0.030
C -3.37637 -5.03500 -2.14484 -0.005 -0.006 0.025
C -2.56785 -3.90532 -2.18500 -0.036 -0.005 0.052
N -2.17827 -3.07357 -3.23085 0.041 0.040 0.050
H -0.47175 -1.36400 -4.50834 -0.013 0.022 0.004
H -1.42959 -0.17502 -3.62829 -0.011 -0.015 0.050
H 1.15189 -1.28185 -2.80692 -0.106 0.072 0.095
H 0.22591 1.44977 -3.25554 -0.007 -0.007 0.019
H 1.61661 0.67409 -4.01025 -0.010 0.014 0.024
H 2.40968 0.36403 2.04779 -0.015 -0.008 0.012
H 4.12250 1.84572 3.05281 0.001 -0.003 0.005
H 5.28682 3.53208 1.70647 0.003 0.005 0.004
H 4.80258 3.80911 -0.70263 0.002 0.007 -0.004
H 3.09967 2.63592 -2.75650 -0.002 0.007 0.002
H -1.66611 -3.58521 1.08927 -0.009 -0.003 -0.003
H -3.09827 -5.60064 1.19233 -0.005 0.000 0.008
H -4.16485 -6.50267 -0.82199 0.001 -0.006 0.000
H -3.84888 -5.43660 -3.03030 -0.003 -0.003 -0.008
H -2.43424 -3.17499 -4.20038 0.000 0.000 0.006
C -0.94453 4.31237 2.37622 -0.012 -0.032 0.072
C -0.79004 3.88858 1.06713 0.012 -0.048 -0.030
C -0.62651 2.53307 0.78030 0.010 -0.039 0.066
C -0.62468 1.56670 1.79334 -0.007 0.061 0.043
C -0.46477 0.18014 1.51046 0.029 -0.021 -0.306
C -0.54445 -0.72689 2.59483 0.062 -0.012 0.037
C -0.69503 -0.30252 3.89797 -0.011 0.012 0.006
C -0.82596 1.06320 4.17482 0.017 0.002 0.012
C -0.80027 2.00981 3.13648 0.014 0.025 -0.011
C -0.94977 3.37921 3.40942 0.001 0.010 -0.048
H -1.06602 5.36323 2.59899 0.002 0.007 -0.001
H -0.79440 4.61179 0.26312 0.001 0.002 -0.007
H -0.50095 2.21236 -0.24575 0.018 -0.001 -0.031
H -0.44583 -1.79272 2.41602 -0.024 0.011 -0.002
H -0.71370 -1.01837 4.70856 -0.009 -0.004 0.007
H -0.95621 1.39820 5.19653 -0.007 0.000 0.002
H -1.07284 3.70640 4.43415 -0.001 -0.003 0.011
```
Forces are in eV/Å.

E ... -1387.74756 hartree
Expectation value of S² ... 6.03
Total charge ... +2
Energy relative to the best compared isomer or geometry (same formula, charge and spin) ... 0.0 kJ/mol
HOMO energy (spin up / spin down) ... -13.93 / -14.09 eV
2S+1 ... 5
LUMO (spin up / spin down) ... -5.89 / -8.79 eV
Max |F| ... 0.0060 hartree/bohr
M ... 507.40 g mol⁻¹

***

No. 4
This record from the Open Molecules 2025 dataset describes a structure of composition C33H28CdIN3O2P in a non-equilibrium geometry. The level of theory is the ωB97M-V functional and the def2-TZVPD basis.

```
69
Properties=species:S:1:pos:R:3:forces:R:3
Cd 11.08355 9.85314 8.16421 -0.922 0.188 0.464
I 10.03749 12.52949 10.11368 -0.818 -1.202 -0.210
C 11.46723 13.96486 10.06103 2.118 0.412 -0.553
C 11.36587 14.92896 11.03335 -0.880 -0.916 1.938
C 12.04200 16.12300 10.97808 0.472 0.236 0.535
C 12.75170 16.37844 9.86376 1.301 1.676 -0.560
C 13.10584 15.38759 8.94670 -0.403 -1.345 -0.543
C 13.95442 15.67546 7.83342 -0.386 -0.331 -0.211
C 14.00232 14.83030 6.76220 0.446 -0.004 -0.546
C 13.55738 13.48980 6.94256 -0.402 -1.038 0.125
C 12.94232 13.03807 8.10762 0.631 1.699 -0.289
P 13.22276 11.30802 8.55028 -1.066 -1.325 -1.280
C 14.25815 10.47939 7.23995 -0.079 1.486 -0.595
C 15.48998 9.95715 7.59180 0.757 -1.145 -0.052
C 16.38048 9.64019 6.54097 -0.327 1.161 -0.283
C 15.99307 9.79402 5.17810 1.150 -0.947 2.446
C 14.69643 10.09515 4.84723 -0.721 0.132 0.689
C 13.86893 10.57703 5.85984 0.164 -1.422 1.773
C 14.16280 11.33367 10.08028 -0.451 -0.466 -0.132
C 15.52636 11.63471 10.08778 -0.720 0.063 1.064
C 16.17294 11.47076 11.32393 0.957 0.554 -1.186
C 15.47438 11.08444 12.43638 0.177 -0.201 0.970
C 14.07601 10.90356 12.41934 1.475 0.300 0.756
C 13.42677 10.97389 11.23678 0.662 0.377 -1.903
C 12.52176 14.05964 9.07189 -0.788 0.574 0.070
H 10.78440 14.72517 11.96091 0.085 0.116 -1.043
H 12.13530 16.82063 11.80507 -0.771 -0.031 -0.119
H 13.07296 17.42449 9.72862 0.340 -0.731 -0.143
H 14.55494 16.57062 7.82771 -0.293 0.408 -0.048
H 14.48159 15.18068 5.81433 -0.341 -0.676 0.999
H 13.72302 12.66789 6.21264 0.369 1.396 0.275
H 15.71495 9.67377 8.65892 -0.003 0.662 -1.408
H 17.43068 9.44074 6.78023 -0.518 -0.392 -0.139
H 16.74974 9.48979 4.49032 0.077 -0.025 -0.779
H 14.32634 9.82720 3.87622 -0.185 0.597 -0.438
H 12.82123 10.78583 5.74904 -0.331 0.288 -0.784
H 16.02490 12.00011 9.19757 0.064 -0.115 0.141
H 17.25567 11.69036 11.41177 -0.810 -0.275 -0.115
H 16.11532 10.92843 13.32163 -0.942 0.169 -0.166
H 13.53366 10.80571 13.32662 -0.275 -0.516 0.687
H 12.38436 10.76972 11.08846 -0.422 -0.030 0.366
N 10.32652 8.40976 10.35252 0.094 2.476 0.400
C 10.94901 7.14647 10.19080 -2.624 -1.311 -0.182
C 12.16480 6.82462 10.75191 0.275 -0.181 -0.906
C 12.56001 5.46953 10.69630 -0.455 0.189 0.498
C 11.75362 4.50841 10.09478 -0.127 1.106 0.574
C 10.47586 4.82996 9.66356 -1.001 -0.820 -1.705
C 10.08137 6.15404 9.63139 0.525 0.732 0.144
H 10.28702 8.73599 11.35674 0.143 -0.454 -1.753
H 9.39961 8.59758 9.89962 0.987 -0.741 0.844
H 12.81653 7.67040 10.99236 -0.067 -0.567 0.697
H 13.36830 5.10273 11.31604 0.620 0.293 -0.573
H 12.11427 3.53143 9.92495 0.297 -1.040 0.384
H 9.81709 3.98995 9.25885 0.920 1.431 0.485
H 9.16058 6.54677 9.14780 0.467 -0.738 0.636
C 5.35504 8.67112 8.42127 -0.381 1.171 1.107
N 6.51619 8.97843 7.62307 1.980 -0.320 -1.323
C 6.65808 8.40539 6.38346 0.898 -1.948 -0.162
C 7.86853 8.25164 5.70781 -1.444 1.636 1.390
C 8.99857 8.93510 6.36647 0.535 -0.716 -0.487
O 10.12333 9.03081 5.81680 -0.216 0.211 1.138
N 8.88078 9.38370 7.68299 0.348 -0.293 -2.037
C 7.67557 9.46692 8.26976 -1.087 1.053 3.512
O 7.56447 9.92603 9.45352 0.269 -1.091 -2.383
H 5.10766 9.62192 8.91679 -0.430 -0.566 -0.024
H 5.59788 7.95485 9.19461 0.204 -0.175 0.242
H 4.50960 8.26209 7.86694 0.318 0.359 -0.368
H 5.74891 7.81678 6.16587 0.589 0.661 -0.701
H 7.95980 7.80803 4.70629 -0.029 0.281 0.777
```
Forces are in eV/Å.

E ... -2395.60618 hartree
Total charge ... +1
Energy relative to the best compared isomer or geometry (same formula, charge and spin) ... 212.5 kJ/mol
HOMO energy ... -10.73 eV
2S+1 ... 1
LUMO ... -3.16 eV
Max |F| ... 0.0744 hartree/bohr
M ... 768.90 g mol⁻¹